[1]
A cluster of 3 separate species, C23H21F3IN6O13PS in total in a non-equilibrium geometry, computed with ωB97M-V/def2-TZVPD.

Output
calculated total energy	-96122.5547	eV

Last column: natural (NBO) charge in e.
Geometry (Å):
N1 -4.263927 -0.122904 4.008919  -0.93
C1 -3.709739 -0.832076 2.854121  0.71
O1 -4.191123 -1.889287 2.510550  -0.53
C2 -2.510035 -0.176130 2.053395  -0.51
C3 -3.068627 1.205077 1.503651  -0.21
N2 -2.002653 2.045306 0.875264  -0.41
C4 -1.921648 1.991948 -0.590057  -0.25
C5 -0.723670 0.991612 -0.966458  -0.10
O2 -0.964851 0.297880 -2.203593  -0.52
C6 -0.986518 -1.113959 -2.027143  -0.16
C7 0.406597 -1.731443 -1.626251  0.96
F1 0.574184 -1.866591 -0.263838  -0.32
F2 1.460534 -1.114140 -2.228475  -0.30
F3 0.403800 -3.046475 -2.121244  -0.36
C8 -1.251659 2.752854 1.713175  0.61
N3 -1.419373 2.684740 3.096437  -0.54
C9 -0.491079 3.578443 3.647622  0.60
N4 -0.196482 3.913544 4.988114  -0.48
C10 -1.141110 4.556397 5.503082  0.28
S1 -1.965864 5.704266 6.239772  0.19
N5 0.167742 4.118545 2.572048  -0.24
C11 1.189182 5.136881 2.943558  0.79
O3 2.401549 4.918629 2.946705  -0.65
O4 0.756721 6.300496 3.330893  -0.72
N6 -0.217048 3.643065 1.352288  -0.52
P1 0.502209 4.135351 -0.183712  1.13
O5 2.072018 4.668421 0.026890  -0.97
I1 -0.831466 6.130679 -0.842476  -0.10
H1 -5.267821 -0.022075 3.831256  0.39
H2 -4.088497 -0.637507 4.872339  0.40
H3 -1.597421 -0.073979 2.691349  0.26
H4 -2.359756 -0.861617 1.169433  0.22
H5 -3.845481 0.925683 0.731957  0.21
H6 -3.646124 1.781475 2.283144  0.26
H7 -2.832768 1.513350 -1.053461  0.24
H8 -1.820166 2.989599 -1.095975  0.23
H9 -0.662229 0.283838 -0.084273  0.19
H10 0.266881 1.509905 -1.040418  0.21
H11 -1.819176 -1.388415 -1.327887  0.20
H12 -1.243862 -1.556199 -3.030854  0.24
H13 2.081695 5.629145 -0.185456  0.53
C12 -0.756229 -6.699386 0.997418  -0.37
C13 -0.558906 -6.038662 -0.148416  0.31
C14 -1.135289 -6.526195 -1.439135  0.47
O6 -0.948483 -5.885312 -2.456886  -0.53
C15 -1.904347 -7.770235 -1.421223  -0.37
C16 -2.097898 -8.431500 -0.276198  0.31
C17 -1.545019 -7.929833 1.018257  0.47
O7 -1.761022 -8.554335 2.040797  -0.53
O8 -2.800509 -9.580091 -0.235994  -0.63
O9 0.165785 -4.905069 -0.191684  -0.64
H14 -0.346973 -6.356503 1.937766  0.24
H15 -2.301135 -8.121780 -2.363684  0.24
H16 -2.796307 -9.855588 0.701031  0.50
H17 0.159850 -4.621050 -1.129942  0.51
C18 3.937217 2.686565 -4.258659  -0.38
C19 5.090148 2.046054 -4.473950  0.32
C20 6.041633 1.753324 -3.359037  0.47
O10 7.072026 1.150345 -3.598507  -0.53
C21 5.689906 2.213433 -2.017931  -0.38
C22 4.537449 2.858624 -1.799162  0.31
C23 3.572500 3.126750 -2.913225  0.48
O11 2.523223 3.700098 -2.675914  -0.55
O12 4.200155 3.290840 -0.569951  -0.63
O13 5.447513 1.633701 -5.704711  -0.63
H18 3.240158 2.901656 -5.057069  0.24
H19 6.395024 2.010643 -1.223794  0.25
H20 3.320996 3.729220 -0.662298  0.51
H21 6.315594 1.199952 -5.592291  0.51

Forces on atoms 1 to 3 (eV/Å):
0.5 0.5 -1.0
0.2 -0.8 0.2
0.6 0.9 -0.2


[2]
A structure of composition C42H62AsBaN3SSi2, computed with ωB97M-V/def2-TZVPD.

Output
calculated total energy	-137159.4927	eV
total charge	-2

Last column: Mulliken charge in e.
Geometry (Å):
Ba1 -0.870992 0.265911 -0.100149  -0.25
C1 -1.385675 1.996865 2.469075  0.10
C2 -2.691128 1.658954 2.045001  1.02
C3 -2.901590 0.289848 2.340757  0.41
C4 -1.728271 -0.212745 2.944293  0.34
C5 -0.796347 0.845246 3.037931  1.39
C6 0.494216 0.822306 3.804173  -1.21
C7 -1.582626 -1.614914 3.466013  -1.31
C8 -4.152888 -0.522595 2.141430  -1.30
C9 -3.672718 2.636996 1.460177  -1.53
C10 -0.802489 3.381416 2.444497  -1.54
H1 0.385678 1.282938 4.796354  0.43
H2 1.294801 1.372628 3.300751  -0.22
H3 0.848128 -0.198861 3.961900  0.16
H4 -2.083023 -1.749652 4.435168  0.39
H5 -0.535912 -1.897336 3.606396  0.16
H6 -2.022222 -2.340785 2.775564  0.14
H7 -4.481834 -0.976207 3.084332  0.44
H8 -4.011408 -1.340701 1.426734  -0.08
H9 -4.975256 0.092877 1.772514  0.42
H10 -4.643398 2.170605 1.287460  0.34
H11 -3.337975 3.039872 0.497601  -0.06
H12 -3.835972 3.491906 2.127378  0.49
H13 -1.129358 3.984506 3.303302  0.26
H14 -1.095732 3.924417 1.541706  0.27
H15 0.290188 3.361679 2.463298  0.39
C11 4.090919 -0.520642 5.271528  -1.68
C12 4.420546 -0.788440 3.794619  2.24
C13 5.861486 -1.304558 3.675737  -1.94
C14 4.325300 0.531016 3.033250  -1.72
C15 3.443650 -1.837920 3.265711  -0.36
C16 3.499231 -3.137383 3.798037  -0.56
C17 2.623452 -4.126713 3.399863  -1.33
C18 1.656588 -3.810758 2.453169  1.19
S1 0.412854 -4.798549 1.776168  -0.57
C19 -0.143291 -3.416698 0.811281  -0.92
N1 0.540718 -2.335553 1.002428  0.68
C20 1.566659 -2.524342 1.913640  -1.64
C21 2.472663 -1.541910 2.324250  0.52
C22 -1.315260 -3.579666 -0.066416  0.36
C23 -1.707801 -4.891765 -0.376337  -1.05
C24 -2.818023 -5.120719 -1.165614  -0.88
C25 -3.526917 -4.021251 -1.640834  -0.59
C26 -3.102576 -2.735879 -1.334022  -0.43
C27 -1.981047 -2.427168 -0.537871  1.62
H16 4.792744 0.204676 5.693578  0.46
H17 4.149614 -1.439699 5.858450  0.35
H18 3.079542 -0.119127 5.367139  0.24
H19 6.560333 -0.527952 3.998238  0.45
H20 6.092553 -1.565541 2.641194  0.40
H21 6.037774 -2.184948 4.295494  0.34
H22 5.078377 1.226163 3.413291  0.51
H23 3.352854 1.002689 3.163788  0.16
H24 4.494156 0.396633 1.963588  0.27
H25 4.244355 -3.379309 4.546976  0.37
H26 2.684957 -5.121532 3.823421  0.38
H27 2.385358 -0.554911 1.893843  0.70
H28 -1.136566 -5.742770 -0.015223  0.33
H29 -3.122295 -6.131854 -1.411052  0.31
H30 -4.403231 -4.174190 -2.265093  0.36
H31 -3.682054 -1.918737 -1.754496  -0.23
C28 -4.000446 0.979471 -4.126545  -1.29
Si1 -3.565922 1.742601 -2.436022  0.14
C29 -4.477181 3.419734 -2.365673  -1.52
C30 -4.452259 0.624636 -1.195171  -0.23
N2 -1.908455 1.812814 -2.112521  1.71
C31 -1.071573 2.638223 -2.849472  -0.45
C32 -1.527665 3.483484 -3.874811  -0.26
C33 -0.707986 4.334672 -4.616212  -1.05
C34 0.644645 4.360977 -4.340407  -0.83
C35 1.144049 3.523200 -3.342726  -0.36
C36 0.355587 2.641355 -2.587782  -0.58
N3 0.884434 1.773827 -1.655458  1.49
Si2 2.450376 1.654896 -1.064635  -0.47
C37 2.876494 -0.171295 -0.811571  0.51
C38 2.632464 2.531342 0.609768  -0.19
C39 3.971843 2.257511 -2.045434  -1.45
H32 -5.083640 0.963184 -4.292396  0.43
H33 -3.638658 -0.052551 -4.168337  0.13
H34 -3.535991 1.529534 -4.948740  0.35
H35 -5.424545 3.336554 -1.824798  0.46
H36 -4.696423 3.811155 -3.363227  0.43
H37 -3.854771 4.155346 -1.850288  0.33
H38 -5.265950 1.172584 -0.714234  0.41
H39 -3.823679 0.235151 -0.392012  -0.65
H40 -4.899006 -0.233490 -1.702403  0.51
H41 -2.587109 3.484891 -4.105984  0.06
H42 -1.138404 4.963798 -5.388855  0.34
H43 1.319311 5.012326 -4.887241  0.34
H44 2.208626 3.543045 -3.151267  0.05
H45 2.076472 -0.785690 -0.393633  -0.46
H46 3.765435 -0.302724 -0.184894  0.32
H47 3.109867 -0.596887 -1.792467  -0.04
H48 1.952745 2.103643 1.353648  -0.62
H49 2.343177 3.579260 0.484243  0.50
H50 3.648369 2.495626 1.014782  0.35
H51 3.950198 1.898697 -3.078400  0.33
H52 4.874602 1.856816 -1.570176  0.37
H53 4.060742 3.346101 -2.062995  0.39
C40 1.962736 -2.597335 -3.800812  -1.42
As1 0.380891 -1.666093 -3.069993  1.19
C41 0.337269 -0.221421 -4.384996  -0.90
C42 -0.943534 -2.812007 -3.959021  -1.14
H54 1.878987 -2.693753 -4.885406  0.41
H55 2.046394 -3.589308 -3.354480  0.35
H56 2.863537 -2.032662 -3.559965  0.36
H57 0.374309 -0.615891 -5.403465  0.54
H58 1.171791 0.456023 -4.204635  0.22
H59 -0.575117 0.357892 -4.236701  -0.05
H60 -0.640490 -3.023134 -4.987212  0.48
H61 -1.900351 -2.290670 -3.961997  0.15
H62 -1.069998 -3.741279 -3.402394  0.28

Forces on atoms 1 to 3 (eV/Å):
-0.1 0.1 0.1
0.0 0.0 0.0
0.0 -0.1 0.0


Record order is preserved below.
HOMO-LUMO gap: 6.71, 4.39 eV
Record order is preserved below.
ΔE to the lowest compared entry with this formula, charge and spin: 248.1, 9.3 kJ/mol